Entry 1:
Entry from the Open Molecules 2025 dataset: an isolated molecule of C6H12 (ωB97M-V/def2-TZVPD).

Total charge: 0
Largest force on an atom: 0.7 eV/A
LUMO energy: 1.20 eV
HOMO: -9.67 eV
ΔE to the lowest compared entry with this formula, charge and spin: 139.8 kJ/mol
Gap between HOMO and LUMO: 10.87 eV
SMILES: CC[C@H]1C[C@H]1C

Element x y z (Å)
C -0.575 -0.287 1.830
H -1.633 -0.571 1.904
C 0.214 1.000 -1.198
H -0.099 -0.657 2.750
H -1.347 -0.141 -2.136
C 0.183 -0.917 0.652
C -1.260 0.675 -1.409
H -1.886 1.509 -1.736
C 1.627 -0.530 0.526
H -1.587 0.250 -0.456
H 1.890 0.359 1.094
H 2.372 -1.314 0.496
H 0.877 -1.028 -1.465
H -0.059 -1.975 0.562
H 0.361 1.834 -0.500
H -0.523 0.807 1.879
H 0.700 1.294 -2.141
C 0.745 -0.308 -0.650

***

Entry 2:
Entry from the Open Molecules 2025 dataset: a cluster of 4 separate species, C54H79BrF8N2O17P4S in total in a non-equilibrium geometry (ωB97M-V/def2-TZVPD).

Total charge: 0
Largest force on an atom: 9.5 eV/A
LUMO energy: -2.26 eV
HOMO: -8.05 eV
Gap between HOMO and LUMO: 5.79 eV
SMILES: [H]/N=C(/C)Cc1c(CCCCn2cccc2)c(CCCC(F)(F)C(F)(F)F)c([C@H](Br)CC)c2c1C(=O)c1c([PH2]=O)cc(S(=O)(=O)C(F)(F)F)c(C#C)c1C2=O.CCOP(=O)(OCC)OCC.CCOP(=O)(OCC)OCC.CCOP(=O)(OCC)OCC

Element x y z (Å)
H -4.342 6.350 -4.861
C 4.006 6.777 7.857
C 3.608 5.428 8.422
H -0.384 -3.113 3.240
C -1.485 -3.476 1.267
C -2.417 -2.217 -3.057
H 6.975 3.030 -2.068
C -0.175 1.512 -5.738
O 3.409 4.390 6.071
H -0.938 -5.888 1.910
H 4.168 6.732 6.778
H 8.301 -1.466 0.813
C 1.042 -7.079 3.817
O -2.029 -3.164 -7.800
N -1.958 1.289 3.710
C -5.068 -3.971 2.094
H 6.539 4.274 0.010
H -0.152 1.912 2.677
H -1.294 1.841 -0.946
H 0.481 6.954 -6.853
H -2.068 -3.770 3.352
H 10.301 -0.273 -0.145
C 5.971 -2.433 -2.921
H -5.369 -2.085 3.222
F -7.526 -8.551 -6.446
H 6.979 -2.697 -3.254
O -0.667 3.770 -5.033
C -1.087 -3.858 2.770
O 7.069 0.206 0.834
C -7.157 -6.340 -2.230
O 2.309 4.961 8.051
H 3.009 2.612 5.059
S -6.360 -6.186 -6.331
O 6.672 -1.331 -0.888
H 0.590 1.790 -6.469
C 0.297 -1.355 -1.741
C -4.670 -2.466 2.406
O -5.474 -6.759 -7.377
H 0.743 7.512 8.371
H 5.751 -1.455 -3.352
H 1.310 -4.828 3.963
C -0.015 7.026 7.754
H -6.015 -4.092 1.489
H 6.338 -3.343 -1.014
O 1.732 6.286 6.234
H -4.216 4.978 -7.594
H -3.626 -2.423 2.869
F 1.016 -9.386 3.098
C -0.053 0.211 -1.721
H -4.701 4.205 -6.084
H 0.035 0.696 4.035
C 0.340 -8.165 2.885
H 0.830 2.641 -4.219
C -4.061 4.980 -6.513
H 0.551 7.903 5.879
C -1.474 0.801 -1.376
H -0.198 6.039 8.188
C -2.242 2.197 4.782
H 0.041 0.501 -5.381
H -0.778 2.133 -3.747
H 1.768 -2.109 0.423
H 3.585 5.517 9.513
H 1.379 -1.552 -1.471
H 1.230 -3.073 1.858
H -0.941 7.603 7.813
H -7.766 -6.707 -1.357
O -2.040 -1.189 -3.607
C -0.637 -5.387 2.891
F -8.320 -7.194 -4.884
C -4.208 -4.356 -6.021
H 0.195 -1.677 -2.834
H -5.432 6.626 -6.230
H 1.779 0.571 -2.161
H 7.806 3.069 0.320
C 9.290 0.109 -0.297
H -3.725 7.108 -6.322
Br -4.429 -6.420 0.471
C -4.377 1.252 4.157
H 3.232 4.693 3.462
C 6.755 3.205 0.059
O -2.690 4.665 -6.288
H 4.946 4.632 3.805
C -5.293 -5.131 -5.281
O 1.306 4.301 5.064
H 1.140 -1.145 3.146
O -2.785 2.799 -4.826
C -3.075 -3.430 -0.763
C -0.476 6.337 -5.026
H -1.344 -0.997 2.551
O -1.684 5.797 -4.486
H -0.892 0.159 1.123
O -5.472 -3.738 -0.902
C -3.837 -4.780 1.466
C 0.903 -5.595 3.235
C 0.923 -2.221 1.160
F 0.446 -7.159 5.097
H 8.833 -0.106 1.765
F -0.990 -8.416 3.249
C -4.428 -3.739 -1.538
H 4.166 3.258 2.997
H -0.274 6.352 5.714
H -0.329 5.396 -6.977
H -4.663 -1.789 1.504
C -3.360 -3.211 -3.864
H -3.257 -5.196 2.356
C -6.468 -5.644 -2.970
C 3.772 3.390 5.120
F 2.391 -7.436 3.950
O 6.848 1.167 -1.264
C -3.228 0.770 3.350
C 4.038 4.023 3.767
H -1.255 -5.859 3.718
H -1.288 6.874 -6.959
H -2.452 -1.139 -6.549
N 0.889 1.065 -1.978
H -1.485 2.849 5.348
H 8.955 -0.234 -1.278
H 4.686 2.908 5.481
H -2.044 0.199 -0.593
C 6.433 2.531 -1.263
C -3.699 2.225 5.127
P -2.239 4.219 -4.760
C -0.738 -2.222 -0.930
C -4.422 -3.990 -3.106
C -2.816 -3.902 0.651
H 1.560 -5.514 2.303
C -3.264 -3.413 -5.350
C -0.189 2.500 -4.587
P 1.816 4.648 6.458
H 3.235 7.526 8.043
H -0.422 7.364 -4.650
F 0.473 -7.910 1.522
H -4.231 2.838 5.912
F -6.307 -8.264 -4.539
H -0.718 -2.519 -5.872
P -2.032 -2.507 -6.427
H -5.282 -4.476 3.099
H 9.329 1.199 -0.326
H -4.144 -4.477 -7.149
C 5.905 -2.418 -1.406
C -7.119 -7.647 -5.460
H 0.388 5.821 -4.605
H 4.939 7.117 8.313
H 4.359 4.668 8.202
H 1.628 -0.181 1.694
C -4.414 6.346 -5.953
C -0.450 -2.663 0.504
C 0.828 -0.906 2.072
H -5.455 0.966 4.019
P 5.932 0.077 -0.418
H 6.164 2.773 0.872
H -2.129 0.962 -2.297
C -0.402 6.394 -6.539
C -2.062 -2.617 -1.566
C -0.624 0.998 3.150
H 4.874 -2.376 -1.047
H 5.365 2.600 -1.486
H -3.280 0.042 2.496
H 5.269 -3.162 -3.335
O 4.842 -0.007 -1.489
C 0.452 6.906 6.314
C -0.609 -0.244 2.141
C -5.395 -4.928 -3.793
H -1.124 1.495 -6.277
O -7.334 -5.329 -7.028
C 8.374 -0.377 0.809

***

Entry 3:
Entry from the Open Molecules 2025 dataset: an isolated molecule of C7H5BrFN in a non-equilibrium geometry (ωB97M-V/def2-TZVPD).

Total charge: 0
Largest force on an atom: 3.4 eV/A
LUMO energy: -0.92 eV
HOMO: -8.91 eV
ΔE to the lowest compared entry with this formula, charge and spin: 122.3 kJ/mol
Gap between HOMO and LUMO: 8.00 eV
SMILES: N#C/C=C/C=C\C=C(\F)Br

Element x y z (Å)
H 2.855 0.314 0.494
H -0.181 -2.582 0.289
H 1.479 2.337 0.136
C -0.145 -1.457 0.401
C 1.056 1.373 -0.343
H 1.843 -1.808 0.789
C -1.220 -0.650 0.582
C 1.839 0.200 0.034
C -0.045 1.686 -1.022
H -1.149 0.422 1.022
N -3.597 -1.583 0.275
C 1.266 -0.990 0.448
Br -0.983 0.841 -2.442
C -2.549 -1.110 0.315
F -0.469 3.006 -0.979

***

Entry 4:
Entry from the Open Molecules 2025 dataset: a cluster of 2 separate species, C3H11N3 in total in a non-equilibrium geometry (ωB97M-V/def2-TZVPD).

Total charge: 0
Largest force on an atom: 3.7 eV/A
LUMO energy: 0.84 eV
HOMO: -7.87 eV
ΔE to the lowest compared entry with this formula, charge and spin: 272.6 kJ/mol
Gap between HOMO and LUMO: 8.71 eV
SMILES: C=C(C)N.NN

Element x y z (Å)
H 0.365 -0.399 -2.032
N 1.669 0.369 1.210
H 1.434 1.241 0.728
C -1.883 0.633 0.410
N 2.998 -0.063 0.939
C -0.197 0.239 -1.357
H -0.910 -2.192 -1.127
H -2.388 -1.760 -0.496
H 3.101 -0.467 0.006
H -2.733 0.974 -0.189
C -0.980 -0.289 -0.382
H 3.697 0.674 1.057
H 0.782 -0.261 1.006
H -1.322 1.507 0.756
H 0.028 1.300 -1.392
N -1.383 -1.626 -0.428
H -2.279 0.120 1.293

***

Entry 5:
Entry from the Open Molecules 2025 dataset: a cluster of 3 separate species, C50H73N4O8 in total in a non-equilibrium geometry (ωB97M-V/def2-TZVPD).

Total charge: -1
Largest force on an atom: 1.8 eV/A
LUMO energy: 1.77 eV
HOMO: -4.93 eV
Gap between HOMO and LUMO: 6.70 eV

Element x y z (Å)
H -2.194 2.173 2.355
C 5.905 -4.469 -1.618
C -9.664 0.813 4.316
H 5.107 -3.439 2.754
H 2.948 5.961 -3.840
H -2.696 1.162 -0.201
H 4.397 4.416 -9.227
H 0.069 4.107 0.227
C 1.958 -3.667 2.500
H -1.999 -5.452 -0.925
H 6.908 -2.598 -1.522
C 4.712 4.838 -3.459
C -3.905 -4.813 -0.056
C 4.635 -1.487 -1.209
H 5.920 7.623 -5.380
C 4.335 5.337 -8.649
O 1.097 4.929 -3.244
H -3.529 0.404 2.271
H -1.261 0.263 0.306
H 0.152 2.808 2.383
H -1.750 -1.792 1.087
H -5.563 -0.425 7.755
O -4.688 0.372 4.592
H -3.511 -1.879 3.607
H -3.788 -3.635 -2.591
H -2.770 -2.278 -0.627
C -5.767 -0.408 6.680
C 0.701 2.088 0.480
H 5.951 -6.608 -1.655
H -10.648 0.580 4.733
H -7.394 -0.178 5.502
C 1.281 -2.991 -0.739
C 1.370 3.556 -1.338
C 4.022 6.089 -3.997
H -9.708 0.801 6.758
C -2.959 -5.056 -1.248
H 6.980 -3.534 -0.017
O 3.411 0.270 -2.990
H -9.072 -0.106 4.251
C 4.436 -2.757 0.814
C 1.535 -4.782 2.591
H 5.530 -3.454 -3.142
C 5.907 -5.805 -0.931
C -2.109 0.846 0.659
O 4.195 3.618 -3.956
C -3.954 -3.136 1.904
H 3.309 -2.312 3.235
N -7.185 -0.102 6.488
H 2.109 -3.457 -0.239
C 5.588 6.671 -5.810
H 6.755 7.048 -7.553
H -5.875 2.083 4.405
C 0.673 3.305 -0.176
H -4.470 -2.526 1.164
H -2.271 -3.046 3.188
C 3.277 -2.044 1.133
C -3.196 -4.267 1.191
H -9.796 1.202 3.307
C 4.942 -3.828 1.754
H 5.805 4.865 -3.577
C 1.484 1.067 -0.076
C -2.980 -2.327 2.767
H 4.204 -4.624 1.772
H -2.162 -4.120 -2.997
H 2.722 2.711 -2.780
C -0.013 -3.364 -0.589
H 3.833 5.676 -5.968
C -4.726 0.480 6.001
H -4.654 -4.092 -0.384
H 5.847 -4.285 1.384
C 2.799 -1.061 0.269
N 5.500 -4.427 -2.824
H -2.244 -3.831 0.892
H -7.586 1.221 8.052
H -0.397 -0.932 -2.664
H -2.969 -5.047 1.916
H -1.410 -0.915 2.602
C 2.163 2.554 -1.871
C 6.346 -3.230 -0.842
C -0.113 1.957 1.748
H -9.287 2.506 6.958
H -5.256 1.370 2.908
O 0.630 -0.768 1.172
H -6.570 0.565 3.752
C -1.603 2.068 1.444
H 4.196 6.175 -9.339
H -3.747 0.138 6.345
C -2.194 -1.309 1.956
H -1.815 2.965 0.867
H -4.805 1.531 6.304
H -2.455 -1.742 -2.242
H 3.466 5.265 -7.987
C -7.594 1.216 6.957
C 5.112 -2.490 -0.377
H -4.377 -5.764 0.186
H 6.732 -5.865 -0.222
H 5.719 3.493 -5.373
H 4.980 -5.898 -0.365
C 3.505 -0.794 -0.882
H -3.788 -0.493 0.802
N 4.210 6.431 -5.412
C 3.058 0.278 -1.830
O -9.008 1.811 5.073
N -0.812 -2.549 -1.357
C -3.007 -0.112 1.468
H 2.191 -1.379 -1.999
H 6.268 5.884 -5.453
C 5.731 6.739 -7.318
C 1.248 4.935 -1.993
C -2.250 -2.550 -1.543
C 1.542 -0.286 0.529
C -2.804 -3.831 -2.164
H 1.817 -1.603 2.687
H 4.054 3.603 -6.025
O 5.541 5.465 -7.923
H 0.116 1.067 2.318
H -6.918 2.007 6.610
C 0.019 -1.662 -1.987
H 4.522 4.817 -2.382
C 1.315 -1.892 -1.651
H 5.050 7.485 -7.739
H 1.279 -5.754 2.924
H 4.332 6.947 -3.391
H 4.601 2.118 -5.256
H -3.409 -5.832 -1.869
C 2.210 1.336 -1.236
H -4.683 -3.601 2.571
C -5.652 1.142 3.896
C 4.675 3.206 -5.216
H -0.371 -4.157 0.039
H 5.160 -1.262 -2.126
C 2.561 -2.347 2.440
C -8.986 1.572 6.474
H -5.615 -1.425 6.311
O 1.318 5.916 -1.214

***

Entry 6:
Entry from the Open Molecules 2025 dataset: a cluster of 2 separate species, CH6OS2 in total in a non-equilibrium geometry (ωB97M-V/def2-TZVPD).

Total charge: 0
Largest force on an atom: 4.6 eV/A
LUMO energy: 0.42 eV
HOMO: -9.24 eV
ΔE to the lowest compared entry with this formula, charge and spin: 123.7 kJ/mol
Gap between HOMO and LUMO: 9.66 eV
SMILES: CO.SS

Element x y z (Å)
O 4.656 -7.188 0.013
H 4.803 -8.082 0.306
S -1.681 3.933 -1.080
C 3.715 -6.565 0.923
H -2.335 3.377 -2.017
H 3.045 -6.143 0.128
H -2.418 2.180 0.508
H 3.229 -7.096 1.724
S -2.705 3.461 0.609
H 4.316 -5.649 1.261

***

Entry 7:
Entry from the Open Molecules 2025 dataset: the ion C3H11N3O with charge +2 in a non-equilibrium geometry (ωB97M-V/def2-TZVPD).

Total charge: +2
<S²>: 2.008
Multiplicity: 3
Largest force on an atom: 8.4 eV/A
LUMO energy (spin up / spin down): -7.01 / -12.39 eV
HOMO (spin up / spin down): -14.41 / -19.65 eV
Gap between HOMO and LUMO (spin up / spin down): 7.39 / 7.26 eV

Element x y z (Å)
H -1.552 -1.347 -0.966
H 3.005 -1.192 0.571
O -0.439 1.462 -0.683
C -1.186 -0.818 -0.126
H 2.817 1.157 0.833
H -2.204 0.132 1.566
H -0.873 -1.446 0.675
H -0.009 1.903 -1.376
H -3.133 -0.583 0.779
H 0.056 -0.219 -1.711
H 1.277 1.927 0.630
C -0.066 0.080 -0.753
H -2.543 0.849 0.092
N -2.238 -0.022 0.586
C 1.414 -0.020 -0.051
H 1.696 -1.861 -0.527
N 1.868 1.107 0.535
N 2.109 -1.108 -0.074

***

Entry 8:
Entry from the Open Molecules 2025 dataset: a structure of composition C2H6B2F8ORbS in a non-equilibrium geometry (ωB97M-V/def2-TZVPD).

Total charge: -1
Largest force on an atom: 2.5 eV/A
LUMO energy: 1.94 eV
HOMO: -7.32 eV
ΔE to the lowest compared entry with this formula, charge and spin: 69.1 kJ/mol
Gap between HOMO and LUMO: 9.26 eV

Element x y z (Å)
H -2.517 1.732 3.060
F 3.556 -3.099 -1.827
C -0.809 2.840 1.048
F -2.566 -0.749 -3.556
F -2.127 -1.529 -1.474
B 3.833 -2.083 -0.942
H -2.322 0.024 3.094
H -1.753 3.301 1.338
S -1.246 1.010 1.190
B -1.585 -1.069 -2.663
F 5.164 -1.781 -1.024
C -1.768 0.950 2.935
H -0.983 1.046 3.684
F 3.460 -2.392 0.374
H 0.075 3.087 1.637
H -0.680 2.965 -0.027
Rb 0.625 -1.683 -0.787
F -0.926 0.116 -2.434
F -0.733 -2.047 -3.241
O 0.116 0.311 1.014
F 3.186 -0.950 -1.399

***

Entry 9:
Entry from the Open Molecules 2025 dataset: a structure of composition C6H12F8LiN4O22S8 in a non-equilibrium geometry (ωB97M-V/def2-TZVPD).

Total charge: -3
Largest force on an atom: 10.1 eV/A
LUMO energy: 5.53 eV
HOMO: -2.15 eV
ΔE to the lowest compared entry with this formula, charge and spin: 494.2 kJ/mol
Gap between HOMO and LUMO: 7.68 eV

Element x y z (Å)
F 0.354 -5.202 -0.156
O 0.963 3.823 -1.185
S 3.168 -0.437 -2.209
F -2.701 1.945 -2.338
H -2.017 0.647 2.946
O -3.455 3.335 -0.510
O 0.510 2.985 -3.191
O 2.297 -2.662 2.822
H 3.158 0.993 4.598
H 0.319 2.348 -5.159
C 1.115 3.831 0.278
O -1.670 -1.145 -2.547
H -1.946 -0.206 4.486
C 0.555 2.683 -1.862
H -1.144 2.019 -4.153
F 4.280 -4.010 2.443
O 1.706 1.076 3.095
F 3.347 -2.006 -2.651
S -2.183 -2.474 -2.315
S -5.550 1.250 -0.208
S -2.784 -2.436 0.006
O -1.252 -3.554 -2.127
H 1.002 4.819 0.723
O 5.091 1.919 -2.986
H 0.186 3.327 0.545
S 0.879 -4.168 1.006
F 5.949 1.357 -0.890
Li 0.238 -0.283 -0.332
H 1.672 1.748 5.201
S 4.622 1.263 -1.771
O 0.085 -4.473 2.197
N 4.783 -0.183 -1.699
F -6.145 -0.260 -0.045
O -2.342 1.157 -0.032
S -3.352 1.903 -0.832
O -0.268 0.301 3.612
N 2.364 -4.774 1.097
O -5.057 1.418 1.166
O 0.358 0.526 1.409
O 0.612 -2.972 0.187
O 3.577 1.924 -0.969
H 1.953 3.205 0.587
N -4.692 0.916 -1.350
H -1.581 -1.236 3.123
C -1.569 -0.201 3.464
S 2.982 -3.332 1.729
C 0.595 0.620 2.611
O 2.687 0.217 -3.429
O -6.717 2.067 -0.627
N -3.642 -2.454 -1.341
H 0.131 1.000 -3.966
F -4.005 -1.900 0.932
O -2.526 -3.769 0.521
O 0.285 1.553 -1.345
O 3.515 -2.402 0.769
C -0.055 2.053 -4.178
F -2.970 -2.810 -3.721
C 2.070 0.991 4.526
O 2.258 -0.477 -1.066
O -1.734 -1.445 0.187
H 1.689 0.051 4.924